C5H9N3 | the ωB97M-V functional and the def2-TZVPD basis

Geometry as XYZ:
```
17
Properties=species:S:1:pos:R:3:forces:R:3
C -2.1902 -0.1094 0.2369 3.466 3.379 1.076
C -0.2285 1.1725 0.0835 0.915 2.452 -1.565
C 1.3783 1.3929 -0.1637 -2.063 2.589 -2.897
C 2.2662 0.4606 0.0828 2.220 -2.899 1.412
C 1.1166 -1.6642 -0.0097 1.317 1.809 0.917
H -2.5166 0.6430 1.1111 1.108 -1.068 -2.367
H -2.5460 -0.9483 0.6635 -1.379 -3.481 0.474
H -2.4782 0.1998 -0.7558 -0.961 -0.039 -0.081
H -0.8838 1.8239 -0.8783 1.950 -1.647 2.501
H -0.6574 1.6607 1.1212 1.480 -1.033 -2.701
H 1.7215 2.2832 -0.9853 -1.111 -2.269 2.925
H 3.4182 0.3785 -0.0246 -2.031 1.603 -0.432
H 1.1281 -2.7040 -0.3654 1.561 -0.229 1.169
H -0.8436 -2.1750 -0.3801 1.822 2.555 -0.416
N -0.6233 -0.2018 0.1386 -5.258 2.530 3.204
N 2.0908 -0.8912 0.6112 -3.736 -2.943 -3.362
N -0.1522 -1.3211 -0.4860 0.700 -1.308 0.144
```
Positions in Å, forces in eV/Å.

Calculated values
Lowest unoccupied orbital energy = 0.66 eV
Relative energy (zero: lowest compared OMol25 entry of this formula, charge and spin) = 7.047 eV
Net charge = 0
2S+1 = 1
HOMO = -0.289 Eh

Atomic partial charges in e from the Mulliken method, atoms 1 to 5: atom 1 (C): -1.237, atom 2 (C): -0.031, atom 3 (C): -0.572, atom 4 (C): 0.047, atom 5 (C): 0.075